Record 1
Here is a structure of composition C20H21N10O5SW in a non-equilibrium geometry from the Open Molecules 2025 dataset. Energies are from ωB97M-V/def2-TZVPD.

LUMO level (spin up / spin down): -3.3319 / -3.3326 eV
HOMO (spin up / spin down): -9.68 / -9.68 eV
relative energy (zero: lowest compared OMol25 entry of this formula, charge and spin): 1.151 eV

```
! wB97M-V def2-TZVPD RIJCOSX def2/J DEFGRID3
* xyz 1 1
W 0.53924 -0.50184 1.15784
N 1.84474 -2.29230 0.58590
C 2.43555 -3.01166 1.73095
C 2.79856 -1.92995 2.72740
O 3.78363 -1.97318 3.43502
N 1.86652 -0.94323 2.70105
C 2.12942 0.23942 3.52170
C 1.16569 1.28398 2.96072
O 1.44557 2.42483 2.70401
O -0.00806 0.67884 2.73589
H 1.38332 -2.92948 -0.05132
H 2.59572 -1.85281 0.05823
H 3.30037 -3.61280 1.45984
H 1.66882 -3.65412 2.16573
H 3.16332 0.57427 3.45361
H 1.89041 0.06171 4.57289
N -1.89481 -2.83028 -1.46944
C -1.27599 -2.26731 -2.56524
C -0.28978 -1.46972 -2.07445
N -0.29505 -1.54531 -0.70443
C -1.27707 -2.36558 -0.36748
C -1.56702 -2.60409 1.04370
N -0.83867 -1.98701 1.95863
C -1.33491 -2.34055 3.18846
C -2.37231 -3.19755 3.00187
N -2.50936 -3.35826 1.63750
H -2.67300 -3.46698 -1.50880
H -1.59509 -2.48359 -3.56891
H 0.39920 -0.83495 -2.60421
H -0.91346 -1.94287 4.09462
H -3.02152 -3.70092 3.69532
H -3.23496 -3.89402 1.19208
N -3.29105 3.15482 -5.20404
C -2.82576 2.82163 -3.96446
C -3.02330 1.53128 -3.44853
C -2.52307 1.19336 -2.20925
C -1.82662 2.13400 -1.45932
C -1.63405 3.42271 -1.95059
C -2.12067 3.75833 -3.19336
S -1.16341 1.72558 0.09102
O -1.26649 2.85984 0.93750
O -1.70771 0.41726 0.53257
N 0.33099 1.15217 -0.15286
C 1.60429 1.62843 -0.14038
N 2.30339 0.63839 0.46244
C 3.60163 0.84612 0.69006
C 4.19375 2.00681 0.23246
C 3.38255 2.93121 -0.41854
N 2.07611 2.75730 -0.61515
H -3.95453 2.55641 -5.66118
H -3.30090 4.11940 -5.48250
H -3.58556 0.80738 -4.02566
H -2.69701 0.20600 -1.80306
H -1.10687 4.15743 -1.35650
H -1.96910 4.75934 -3.57688
H 4.14607 0.08749 1.24171
H 5.24317 2.19733 0.39494
H 3.80511 3.85732 -0.78912
*
```

Löwdin population analysis, charges in e, atoms 1 to 4:
1 W 1.695
2 N -0.053
3 C -0.111
4 C -0.549

Record 2
Here is a cluster of 18 separate species, CH36O18 in total in a non-equilibrium geometry from the Open Molecules 2025 dataset. Energies are from ωB97M-V/def2-TZVPD.

LUMO level: -0.5425 eV
HOMO: -10.04 eV

```
! wB97M-V def2-TZVPD RIJCOSX def2/J DEFGRID3
* xyz 0 1
O -0.84919 -0.09224 1.01427
C -0.04621 -0.89889 0.62473
H -0.08611 -1.96708 0.44197
H 0.98224 -0.55523 0.44259
H 3.20303 0.46203 2.71615
H 3.23851 1.49483 1.36531
O 2.94187 1.27239 2.25754
H -3.68647 -1.33866 -2.03878
H -2.79083 -0.48348 -2.89501
O -3.57910 -0.42641 -2.32408
H -1.68789 -3.25272 -2.50519
H -2.12637 -3.14339 -0.93352
O -1.53711 -3.51327 -1.59835
H -1.35820 1.60819 0.38523
H -1.34659 2.20619 -0.97054
O -1.67140 2.40325 -0.08338
H -3.75555 2.66544 0.03368
H -4.30124 1.25188 -0.47268
O -4.19166 1.84958 0.26718
H -0.61003 0.72491 -3.00065
H -0.08188 -0.47567 -2.62151
O -0.94535 -0.18924 -3.03085
H 2.62779 -0.53459 -2.35659
H 2.09298 -0.19651 -3.61406
O 2.47462 0.27871 -2.85926
H -1.40544 -3.13996 2.03380
H -2.72871 -2.60408 1.41457
O -1.85260 -2.95530 1.20336
H 0.48197 -3.51437 -0.20036
H 1.59407 -4.47057 0.31478
O 1.44655 -3.61410 -0.10523
H 3.38003 -2.53476 -0.25683
H 3.82895 -1.09462 -0.84063
O 3.10723 -1.68906 -0.62308
H -0.09745 3.11129 1.60124
H 1.22346 3.62190 2.17005
O 0.34101 3.92586 1.89419
H 1.27505 1.37707 2.81488
H 0.20119 2.47044 2.98941
O 0.37484 1.51971 3.17090
H 0.91723 -1.31802 3.31639
H 0.13882 0.01746 3.77109
O 0.16902 -0.95878 3.80108
H -2.63757 0.79103 2.38260
H -4.08576 0.96211 1.99055
O -3.52356 0.76328 2.75993
H 3.52819 2.41347 -0.87984
H 2.57410 1.41511 -1.20754
O 2.77463 1.99285 -0.43439
H 1.13595 -2.73470 -3.38923
H 2.14415 -2.56007 -2.43338
O 1.97816 -2.24370 -3.34881
H -0.31311 4.28034 -0.39371
H 0.80534 3.46808 -0.63628
O 0.31438 4.15205 -1.12369
*
```

Löwdin population analysis, charges in e, atoms 1 to 4:
1 O 0.000
2 C -0.102
3 H 0.033
4 H 0.079

Record 3
Here is the ion C2HO4S with charge -1 in a non-equilibrium geometry from the Open Molecules 2025 dataset. Energies are from ωB97M-V/def2-TZVPD.

LUMO level: 3.9856 eV
HOMO: -4.84 eV
relative energy (zero: lowest compared OMol25 entry of this formula, charge and spin): 3.585 eV

```
! wB97M-V def2-TZVPD RIJCOSX def2/J DEFGRID3
* xyz -1 1
C 0.41824 -0.49911 0.70112
C -0.46017 -1.20604 -0.13150
O -0.72892 2.17776 0.49129
O -0.96917 -2.27193 -0.26513
O 1.51552 1.55485 -0.90299
O -0.38263 -0.22315 -1.34883
S 0.37215 0.84472 -0.28403
H 0.23498 -0.37711 1.74007
*
```

Löwdin population analysis, charges in e, atoms 1 to 4:
1 C -0.234
2 C -0.562
3 O -0.557
4 O 0.079

Record 4
Here is an isolated molecule of C4H7NO in a non-equilibrium geometry from the Open Molecules 2025 dataset. Energies are from ωB97M-V/def2-TZVPD.

LUMO level: 0.8643 eV
HOMO: -8.62 eV
relative energy (zero: lowest compared OMol25 entry of this formula, charge and spin): 4.530 eV
structure (SMILES): O[C@H]1CN2C[C@@H]12

```
! wB97M-V def2-TZVPD RIJCOSX def2/J DEFGRID3
* xyz 0 1
O 1.10080 0.23685 1.88565
C 0.93815 -0.16559 0.56791
C -0.09011 -1.27838 -0.52937
N -0.39024 -0.07024 -1.27241
C -1.12240 0.74645 -0.33308
C 0.36612 0.82948 -0.36335
H 0.42887 0.90496 2.09512
H 1.58453 -0.95132 0.29367
H -0.96070 -1.86979 -0.23799
H 0.59327 -1.92046 -1.12877
H -1.60594 0.23360 0.50191
H -1.68433 1.55115 -0.78897
H 0.84197 1.75329 -0.69032
*
```

Löwdin population analysis, charges in e, atoms 1 to 4:
1 O 0.008
2 C -0.240
3 C -0.086
4 N -0.072

Record 5
Here is a structure of composition C6H7CrF6MgN2O7S2 in a non-equilibrium geometry from the Open Molecules 2025 dataset. Energies are from ωB97M-V/def2-TZVPD.

LUMO level (spin up / spin down): -11.7214 / -9.0884 eV
HOMO (spin up / spin down): -17.48 / -17.58 eV
⟨S²⟩: 4.03

```
! wB97M-V def2-TZVPD RIJCOSX def2/J DEFGRID3
* xyz 2 4
Cr 1.86050 2.03489 -1.61481
Mg 0.16045 -0.53091 0.41981
O 0.50923 0.67905 -1.05858
H -0.28206 0.40553 -1.56214
C 3.09761 -1.83873 -2.31741
F 2.81874 -3.12383 -2.15643
F 4.25506 -1.65690 -2.99323
F 2.08071 -1.29617 -3.01668
S 3.14681 -0.91566 -0.56338
O 1.88685 -1.32792 0.14971
O 4.35978 -1.39655 0.16435
O 3.04777 0.55773 -0.86707
C 0.60419 3.34084 2.42849
F -0.47928 3.10854 1.64798
F 0.99730 4.57022 2.37257
F 0.38557 2.92966 3.71208
S 1.91976 2.19102 1.69324
O 2.12425 2.67078 0.31966
O 3.07310 2.21336 2.55604
O 1.22153 0.93441 1.57388
C -2.80792 -3.23320 -1.62570
C -1.58284 -2.57608 -1.20949
N -0.62784 -1.96210 -0.89296
H -3.65533 -2.56191 -1.76478
H -3.11208 -3.94894 -0.86196
H -2.65586 -3.77785 -2.55755
C -4.17349 0.86305 1.41004
C -2.78274 0.58274 1.20291
N -1.63090 0.32621 1.06951
H -4.73602 0.61167 0.51089
H -4.50147 1.88577 1.59603
H -4.52135 0.24134 2.23500
*
```

Löwdin population analysis, charges in e, atoms 1 to 4:
1 Cr 1.438
2 Mg 0.617
3 O -0.349
4 H 0.050

Record 6
Here is a cluster of 14 separate species, C6H41NO13 in total in a non-equilibrium geometry from the Open Molecules 2025 dataset. Energies are from ωB97M-V/def2-TZVPD.

LUMO level: -0.0955 eV
HOMO: -8.45 eV
relative energy (zero: lowest compared OMol25 entry of this formula, charge and spin): 6.721 eV

```
! wB97M-V def2-TZVPD RIJCOSX def2/J DEFGRID3
* xyz 0 1
C 1.37243 -2.26620 -1.13026
N 0.20908 -1.61452 -1.66331
C -0.28242 -0.24539 -1.21877
C -1.72354 0.00375 -1.85512
C -1.96900 1.52322 -1.58467
C -2.69793 -0.86180 -1.18081
C 1.10669 -3.53228 -0.31092
H 1.87722 -1.55373 -0.47577
H 1.91068 -2.59723 -2.10118
H -0.57594 -2.24035 -1.66321
H -0.18035 -0.22327 -0.12466
H 0.43193 0.47047 -1.82218
H -1.68309 -0.20419 -2.94583
H -2.52684 1.65165 -0.68743
H -1.05977 2.14122 -1.73119
H -2.70885 1.95370 -2.26729
H -2.42843 -1.72616 -0.54183
H -3.00762 -1.61787 -1.96809
H -3.50647 -0.20421 -0.92871
H 1.01551 -3.26318 0.71631
H 1.88271 -4.30908 -0.52148
H 0.25340 -4.07038 -0.93331
H -2.47715 0.10824 4.50695
H -2.07360 -1.09566 3.47761
O -2.71576 -0.39792 3.65639
H 3.36589 -0.31247 -2.59023
H 1.98147 -0.27007 -3.17052
O 2.69957 0.33001 -2.93508
H -2.39920 2.82404 3.14400
H -1.12431 2.12135 2.19180
O -1.65016 2.94115 2.47714
H 2.64701 2.84173 -0.22599
H 1.22706 3.18211 0.03639
O 1.88134 2.49242 0.27432
H 4.48610 2.23842 -1.42582
H 4.36961 2.90268 -0.21838
O 4.00740 2.98263 -1.00987
H 0.79502 -1.56575 -3.83926
H 0.21820 -2.81880 -4.54632
O 0.36963 -1.93340 -4.64189
H -4.62316 -1.56654 1.77344
H -3.18247 -2.28053 1.66016
O -4.13086 -2.29912 1.39279
H 0.72568 -1.57056 2.24169
H -0.42888 -0.61246 1.82403
O -0.24702 -1.60852 2.17260
H 1.03492 0.41933 2.86031
H 1.00802 1.29306 1.54567
O 0.69361 0.66826 1.96877
H -0.70848 3.97435 0.61640
H -0.17641 5.05139 -0.38079
O 0.04987 4.52810 0.42026
H 0.28224 3.05521 2.70571
H 1.63765 3.59378 2.60354
O 1.13782 2.92236 2.97117
H 3.79461 0.80410 1.39961
H 3.12394 0.38531 -0.03479
O 3.90710 0.63928 0.48125
H -2.41983 -3.90271 0.94393
H -1.24480 -3.37286 1.70214
O -1.55107 -3.90611 0.91058
*
```

Löwdin population analysis, charges in e, atoms 1 to 4:
1 C -0.313
2 N -0.110
3 C -0.145
4 C -0.395

| no. | E_tot (eV) |
| --- | --- |
| 1 | -58877.024 |
| 2 | -38475.023 |
| 3 | -21113.131 |
| 4 | -7795.114 |
| 5 | -95473.956 |
| 6 | -34990.316 |